1.
{"formula": "C9H14O", "method": "ωB97M-V with the def2-TZVPD basis set", "elements": ["C", "C", "H", "H", "H", "H", "H", "H", "C", "C", "C", "C", "C", "C", "C", "O", "H", "H", "H", "H", "H", "H", "H", "H"], "xyz": [[2.20, -0.29, 1.33], [1.90, 0.88, 2.31], [2.68, 0.03, 0.36], [2.85, -0.92, 1.83], [1.25, -0.86, 1.13], [2.46, 1.78, 1.90], [2.40, 0.77, 3.35], [0.80, 1.06, 2.53], [-0.04, 2.02, -0.91], [-1.71, -1.82, -0.98], [-2.36, -0.85, -0.24], [-0.48, -1.59, -1.56], [-1.86, 0.44, -0.34], [0.06, -0.29, -1.59], [-0.66, 0.72, -0.97], [-2.23, -3.03, -1.26], [-3.24, -1.12, 0.43], [-3.16, -3.14, -0.75], [-0.13, -2.47, -2.12], [-2.30, 1.21, 0.28], [1.06, -0.11, -2.01], [0.58, 2.39, -1.84], [0.56, 2.33, -0.12], [-0.64, 2.89, -0.77]], "lowdin_charge": [-0.171, -0.187, 0.078, 0.016, 0.069, 0.062, 0.080, 0.065, -0.089, -0.385, -0.027, -0.018, -0.049, -0.037, -0.323, 0.003, 0.133, 0.183, 0.126, 0.113, 0.121, 0.130, 0.040, 0.064], "e_homo_ev": -8.3, "smiles": "Cc1ccc(O)cc1.CC", "lumo_energy_ev": 0.77, "gap_ev": 9.060, "multiplicity": 1, "total_charge": 0}



2.
{"formula": "C9H14O", "method": "ωB97M-V with the def2-TZVPD basis set", "elements": ["C", "C", "C", "C", "C", "C", "C", "O", "H", "H", "H", "H", "H", "H", "H", "H", "C", "C", "H", "H", "H", "H", "H", "H"], "xyz": [[-2.81, 1.31, 1.77], [-0.37, 0.77, -1.10], [-1.53, 0.77, -0.32], [0.81, 1.20, -0.54], [-1.53, 1.19, 0.99], [0.81, 1.73, 0.75], [-0.33, 1.71, 1.51], [2.00, 1.29, -1.22], [-0.37, 0.36, -2.10], [-2.42, 0.42, -0.80], [1.90, 0.90, -2.11], [1.74, 2.19, 1.09], [-2.60, 1.79, 2.71], [-3.22, 0.35, 2.07], [-0.38, 2.16, 2.50], [-3.58, 1.85, 1.21], [2.23, -2.24, -0.75], [0.78, -2.78, -0.87], [2.55, -1.72, -1.64], [2.24, -1.48, 0.04], [2.84, -3.08, -0.40], [0.01, -2.00, -0.77], [0.59, -3.54, -0.12], [0.64, -3.13, -1.90]], "lowdin_charge": [-0.057, -0.037, -0.055, -0.340, -0.284, -0.020, -0.039, 0.031, 0.110, 0.111, 0.114, 0.120, 0.064, 0.078, 0.111, 0.081, -0.156, -0.159, 0.049, 0.058, 0.060, 0.039, 0.062, 0.059], "e_homo_ev": -8.4, "smiles": "Cc1ccc(O)cc1.CC", "lumo_energy_ev": 0.86, "gap_ev": 9.264, "multiplicity": 1, "total_charge": 0}



3.
{"formula": "C9H14O", "method": "ωB97M-V with the def2-TZVPD basis set", "elements": ["C", "C", "H", "H", "H", "H", "H", "H", "C", "C", "C", "C", "C", "C", "C", "O", "H", "H", "H", "H", "H", "H", "H", "H"], "xyz": [[0.96, -3.52, 0.85], [-0.33, -2.77, 1.28], [1.79, -3.64, 1.61], [0.83, -4.53, 0.52], [1.34, -3.03, -0.06], [-0.59, -2.91, 2.25], [-0.16, -1.74, 1.17], [-1.03, -3.07, 0.47], [1.68, 0.91, 1.88], [0.70, 0.84, 0.78], [-0.64, 0.54, 0.88], [1.26, 1.26, -0.48], [-1.56, 0.70, -0.22], [0.45, 1.33, -1.55], [-1.03, 1.04, -1.41], [-1.74, 1.14, -2.63], [2.37, 1.87, 1.80], [2.50, 0.23, 1.86], [-1.15, 0.23, 1.81], [2.35, 1.42, -0.44], [-2.52, 0.27, -0.13], [0.66, 1.70, -2.45], [-2.64, 1.14, -2.39], [1.29, 1.02, 2.93]], "lowdin_charge": [-0.160, -0.128, 0.079, 0.033, 0.062, 0.028, -0.003, 0.086, -0.091, -0.311, -0.068, -0.044, -0.038, 0.022, -0.243, 0.037, 0.111, 0.058, 0.123, 0.122, 0.102, 0.060, 0.066, 0.096], "e_homo_ev": -8.4, "smiles": "Cc1ccc(O)cc1.CC", "lumo_energy_ev": 0.89, "gap_ev": 9.273, "multiplicity": 1, "total_charge": 0}



4.
{"formula": "C9H14O", "method": "ωB97M-V with the def2-TZVPD basis set", "elements": ["C", "C", "C", "C", "C", "C", "C", "O", "H", "H", "H", "H", "H", "H", "H", "H", "C", "C", "H", "H", "H", "H", "H", "H"], "xyz": [[-1.58, -1.98, -1.20], [-2.36, -0.15, 0.37], [-1.32, -0.82, -0.25], [-2.09, 0.85, 1.30], [0.00, -0.66, 0.21], [-0.78, 1.20, 1.54], [0.27, 0.42, 1.05], [-0.55, 2.17, 2.50], [-3.38, -0.39, 0.11], [-2.91, 1.28, 1.86], [-1.59, -1.64, -2.23], [-2.52, -2.44, -0.95], [0.81, -1.28, -0.13], [1.27, 0.82, 1.20], [0.41, 2.31, 2.56], [-0.75, -2.70, -1.20], [3.89, 0.10, -2.35], [2.73, -0.83, -1.95], [4.45, -0.24, -3.21], [3.56, 1.13, -2.46], [4.62, 0.15, -1.54], [2.84, -1.80, -2.43], [2.69, -1.06, -0.89], [1.81, -0.38, -2.30]], "lowdin_charge": [-0.052, -0.043, -0.273, -0.016, -0.048, -0.321, -0.022, 0.028, 0.111, 0.114, 0.076, 0.068, 0.077, 0.113, 0.102, 0.072, -0.161, -0.169, 0.058, 0.060, 0.057, 0.064, 0.046, 0.059], "e_homo_ev": -8.4, "smiles": "Cc1ccc(O)cc1.CC", "lumo_energy_ev": 0.85, "gap_ev": 9.216, "multiplicity": 1, "total_charge": 0}



5.
{"formula": "C9H14O", "method": "ωB97M-V with the def2-TZVPD basis set", "elements": ["C", "C", "C", "C", "C", "C", "C", "O", "H", "H", "H", "H", "H", "H", "H", "H", "C", "C", "H", "H", "H", "H", "H", "H"], "xyz": [[-2.78, -0.15, 2.06], [-1.01, 2.49, 0.00], [-1.80, 1.89, 0.99], [-0.26, 1.69, -0.82], [-1.88, 0.50, 1.03], [-0.36, 0.29, -0.80], [-1.16, -0.30, 0.15], [0.61, 2.20, -1.75], [-0.87, 3.56, -0.04], [-2.31, 2.41, 1.78], [0.65, 3.17, -1.63], [0.15, -0.23, -1.59], [-2.43, 0.08, 3.08], [-2.66, -1.24, 2.05], [-1.31, -1.37, 0.28], [-3.82, 0.17, 2.02], [2.99, -1.66, -0.20], [2.35, -2.11, -1.51], [3.06, -2.52, 0.47], [3.99, -1.30, -0.28], [2.39, -0.89, 0.29], [2.48, -3.17, -1.75], [2.70, -1.52, -2.35], [1.27, -2.00, -1.47]], "lowdin_charge": [-0.064, -0.025, -0.038, -0.323, -0.293, -0.017, -0.036, 0.032, 0.109, 0.113, 0.105, 0.099, 0.079, 0.070, 0.110, 0.077, -0.158, -0.168, 0.064, 0.048, 0.056, 0.061, 0.066, 0.034], "e_homo_ev": -8.4, "smiles": "Cc1ccc(O)cc1.CC", "lumo_energy_ev": 0.88, "gap_ev": 9.273, "multiplicity": 1, "total_charge": 0}



6.
{"formula": "C9H14O", "method": "ωB97M-V with the def2-TZVPD basis set", "elements": ["C", "C", "C", "C", "C", "C", "C", "O", "H", "H", "H", "H", "H", "H", "H", "H", "C", "C", "H", "H", "H", "H", "H", "H"], "xyz": [[1.18, -2.99, -2.38], [-0.64, 0.23, -0.39], [0.68, -0.11, -0.03], [-1.33, -0.41, -1.40], [1.20, -1.15, -0.75], [-0.85, -1.45, -2.12], [0.47, -1.85, -1.74], [-1.33, 1.34, -0.02], [-1.08, 1.61, 0.88], [1.24, 0.42, 0.73], [-2.25, 0.07, -1.72], [2.22, -1.42, -0.58], [-1.31, -1.94, -2.97], [2.19, -3.24, -2.04], [1.33, -2.80, -3.46], [0.70, -3.97, -2.33], [0.08, 1.98, 3.89], [0.23, 3.32, 3.23], [0.58, 1.84, 4.85], [-0.98, 1.80, 4.11], [0.23, 1.08, 3.30], [0.75, 3.20, 2.28], [-0.70, 3.88, 3.18], [0.85, 4.01, 3.81]], "lowdin_charge": [-0.018, -0.218, 0.073, 0.032, 0.026, 0.061, -0.163, 0.162, 0.137, 0.134, 0.154, 0.134, 0.140, 0.096, 0.118, 0.110, -0.188, -0.177, 0.073, 0.071, 0.040, 0.057, 0.070, 0.073], "e_homo_ev": [-14.3, -14.4], "lumo_energy_ev": [-3.92, -7.70], "s_squared": 0.766, "gap_ev": [10.339, 6.653], "multiplicity": 2, "total_charge": 1}



7.
{"formula": "C9H14O2", "method": "ωB97M-V with the def2-TZVPD basis set", "elements": ["C", "C", "C", "C", "C", "C", "C", "O", "H", "H", "H", "H", "H", "H", "H", "H", "C", "C", "O", "H", "H", "H", "H", "H", "H"], "xyz": [[-0.51, -0.68, -2.74], [-0.19, -1.94, -0.57], [-0.75, -0.79, -1.28], [-0.29, -1.90, 0.78], [-0.75, -0.78, 1.44], [-1.50, 0.18, -0.61], [-1.42, 0.21, 0.77], [-0.51, -0.85, 2.79], [-0.20, -2.84, -1.25], [0.22, -2.85, 1.23], [0.41, -0.12, -2.88], [-1.26, -0.32, -3.55], [-2.07, 0.78, -1.26], [-0.88, -0.08, 3.35], [-2.08, 0.94, 1.14], [-0.36, -1.72, -3.10], [1.49, 1.89, 0.42], [2.11, 0.66, -0.27], [1.19, 2.94, -0.43], [0.57, 1.80, 0.89], [2.18, 2.23, 1.22], [2.12, -0.22, 0.45], [1.97, 3.15, -1.06], [3.22, 0.79, -0.52], [1.64, 0.56, -1.17]], "lowdin_charge": [-0.081, -0.050, -0.298, -0.062, -0.346, -0.038, -0.043, 0.011, 0.130, 0.158, 0.063, 0.108, 0.105, 0.151, 0.106, 0.073, -0.347, -0.058, -0.096, 0.064, 0.114, 0.100, 0.135, 0.098, 0.003], "e_homo_ev": -8.2, "smiles": "Cc1ccc(O)cc1.CCO", "lumo_energy_ev": 0.81, "gap_ev": 9.016, "multiplicity": 1, "total_charge": 0}



8.
{"formula": "C9H14O5", "method": "ωB97M-V with the def2-TZVPD basis set", "elements": ["O", "O", "O", "O", "O", "C", "C", "C", "C", "C", "C", "C", "C", "C", "H", "H", "H", "H", "H", "H", "H", "H", "H", "H", "H", "H", "H", "H"], "xyz": [[-2.07, -1.57, 1.31], [-0.78, 0.96, -2.51], [2.04, 0.86, 1.63], [1.47, -1.23, 1.01], [-1.38, -1.93, -1.74], [2.19, 1.60, 0.43], [0.34, -2.10, 0.64], [0.84, 2.29, 0.11], [-0.90, -1.13, 0.50], [-0.39, 0.21, 0.98], [-0.38, 0.25, -1.32], [0.90, -0.10, 1.72], [-1.32, -0.77, -0.98], [-0.32, 1.23, -0.09], [-2.30, -2.46, 1.06], [-0.33, 0.60, -3.29], [-1.89, -1.81, -2.56], [2.40, 0.85, -0.40], [2.90, 2.37, 0.41], [0.31, -2.99, 1.33], [0.49, -2.55, -0.28], [0.89, 2.83, -0.81], [0.61, 2.95, 0.92], [-1.13, 0.64, 1.63], [0.60, -0.18, -1.55], [0.67, -0.35, 2.78], [-2.31, -0.39, -0.77], [-1.18, 1.89, -0.16]], "lowdin_charge": [0.007, -0.010, -0.076, -0.063, 0.022, -0.183, -0.045, -0.080, -0.282, -0.169, -0.280, -0.195, -0.298, -0.158, 0.077, 0.097, 0.118, 0.137, 0.099, 0.147, 0.089, 0.108, 0.112, 0.163, 0.171, 0.174, 0.172, 0.147], "e_homo_ev": -9.8, "smiles": "O[C@H]1[C@@H]2CCO[C@@H]3OC[C@@](O)([C@@H]32)[C@@H]1O", "lumo_energy_ev": 0.47, "gap_ev": 10.289, "multiplicity": 1, "total_charge": 0}



9.
{"formula": "C9H14O7P2Pd", "method": "ωB97M-V with the def2-TZVPD basis set", "elements": ["Pd", "C", "C", "C", "C", "C", "C", "C", "C", "C", "H", "H", "H", "H", "H", "H", "H", "H", "H", "H", "H", "H", "O", "P", "O", "O", "O", "P", "O", "O", "O", "H", "H"], "xyz": [[-0.18, -0.15, -0.39], [2.83, -1.16, 0.90], [1.89, 0.01, 0.87], [0.81, 0.09, 1.77], [-0.12, 1.14, 1.72], [-1.27, 1.18, 2.67], [0.02, 2.10, 0.71], [1.09, 2.06, -0.21], [1.20, 3.09, -1.29], [2.01, 1.01, -0.11], [2.40, -1.97, 0.31], [2.96, -1.53, 1.92], [3.80, -0.90, 0.49], [0.68, -0.70, 2.50], [-2.11, 0.63, 2.23], [-1.60, 2.21, 2.85], [-1.01, 0.72, 3.62], [-0.71, 2.89, 0.63], [0.39, 2.97, -2.01], [2.14, 3.02, -1.82], [1.11, 4.10, -0.87], [2.83, 0.96, -0.82], [-4.09, -0.79, -1.56], [-2.56, -0.86, -1.18], [-1.72, 0.09, -2.01], [-2.33, -0.62, 0.29], [-2.16, -2.37, -1.53], [-0.70, -2.99, -1.05], [-0.56, -4.23, -2.03], [0.32, -1.92, -1.48], [-0.71, -3.40, 0.36], [-4.23, -0.73, -2.51], [-0.43, -3.95, -2.95]], "lowdin_charge": [1.064, -0.022, -0.297, -0.040, -0.287, -0.024, -0.029, -0.282, -0.027, -0.033, 0.088, 0.090, 0.087, 0.141, 0.077, 0.088, 0.090, 0.138, 0.096, 0.084, 0.090, 0.131, -0.077, 0.151, -0.338, -0.295, -0.261, 0.179, -0.102, -0.384, -0.273, 0.093, 0.082], "e_homo_ev": [-9.1, -9.5], "lumo_energy_ev": [0.14, -1.78], "s_squared": 2.008, "gap_ev": [9.232, 7.747], "multiplicity": 3, "total_charge": 0}



10.
{"formula": "C9H14OS", "method": "ωB97M-V with the def2-TZVPD basis set", "elements": ["C", "C", "C", "C", "C", "C", "C", "O", "H", "H", "H", "H", "H", "H", "H", "H", "C", "C", "S", "H", "H", "H", "H", "H", "H"], "xyz": [[-2.11, 1.37, 1.10], [-0.60, 1.23, 1.20], [0.10, 0.14, 1.77], [0.12, 2.10, 0.39], [1.57, 0.22, 1.76], [1.49, 1.99, 0.12], [2.21, 1.07, 0.94], [3.60, 1.05, 0.76], [-2.52, 1.45, 0.10], [-2.40, 2.13, 1.84], [-0.38, -0.63, 2.35], [-0.44, 2.96, -0.08], [2.04, -0.51, 2.41], [2.05, 2.59, -0.56], [3.79, 0.23, 0.31], [-2.60, 0.50, 1.59], [-0.15, -1.87, -1.66], [-1.43, -1.68, -2.45], [0.04, -3.52, -0.82], [0.72, -1.97, -2.34], [0.21, -1.13, -0.98], [-2.26, -2.25, -2.08], [-0.30, -3.02, 0.38], [-1.18, -1.84, -3.48], [-1.58, -0.61, -2.57]], "lowdin_charge": [-0.105, -0.364, -0.124, -0.157, -0.109, -0.113, -0.408, -0.035, 0.056, 0.063, 0.048, 0.100, 0.086, 0.058, 0.076, 0.058, -0.604, -0.181, 0.605, 0.042, 0.036, 0.050, -0.188, 0.047, 0.065], "e_homo_ev": [0.6, -3.9], "lumo_energy_ev": [3.19, 3.05], "s_squared": 0.758, "gap_ev": [2.623, 6.988], "multiplicity": 2, "total_charge": -1}



11.
{"formula": "C9H14OS3", "method": "ωB97M-V with the def2-TZVPD basis set", "elements": ["C", "C", "C", "C", "C", "C", "C", "C", "C", "O", "S", "S", "S", "H", "H", "H", "H", "H", "H", "H", "H", "H", "H", "H", "H", "H", "H"], "xyz": [[-0.87, 0.06, -0.68], [-3.25, -0.39, -0.58], [-1.89, -0.58, 0.01], [1.77, 2.44, 0.19], [1.99, 1.70, -1.10], [0.63, 1.93, 0.99], [1.31, -0.50, 0.49], [-1.82, -1.11, 1.41], [0.73, -2.89, -0.87], [-4.29, -0.88, -0.25], [2.53, -0.12, -0.69], [1.24, 0.41, 1.97], [1.08, -2.20, 0.75], [-0.72, 0.70, -1.48], [-3.31, 0.25, -1.48], [2.71, 2.57, 0.77], [1.58, 3.50, -0.05], [1.09, 1.54, -1.67], [2.97, 2.03, -1.61], [0.21, 2.86, 1.64], [-0.12, 1.53, 0.40], [-0.80, -1.29, 1.72], [-2.36, -0.45, 2.00], [-2.26, -2.04, 1.46], [1.29, -2.29, -1.48], [-0.31, -2.70, -0.97], [0.89, -4.06, -0.89]], "lowdin_charge": [0.114, -0.280, -0.291, -0.376, -0.365, -0.411, -1.293, -0.075, -0.355, 0.062, 0.821, 0.842, 0.789, 0.025, 0.116, 0.122, 0.114, 0.047, 0.101, 0.146, -0.022, -0.028, 0.075, 0.058, -0.044, 0.002, 0.106], "e_homo_ev": -7.7, "lumo_energy_ev": -0.62, "gap_ev": 7.040, "multiplicity": 1, "total_charge": 0}



12.
{"formula": "C9H14S", "method": "ωB97M-V with the def2-TZVPD basis set", "elements": ["C", "C", "C", "C", "C", "C", "C", "H", "H", "H", "H", "H", "H", "H", "H", "C", "C", "S", "H", "H", "H", "H", "H", "H"], "xyz": [[0.27, 3.05, -0.93], [-1.56, 1.49, -0.21], [-0.29, 1.71, -0.94], [-2.25, 0.25, -0.27], [-1.64, -0.81, -0.99], [0.15, 0.67, -1.75], [-0.39, -0.59, -1.53], [-2.12, 2.41, 0.14], [-3.10, -0.01, 0.31], [0.71, 3.35, -1.87], [1.11, 3.26, -0.11], [-2.06, -1.72, -1.25], [1.04, 0.77, -2.45], [0.29, -1.37, -1.83], [-0.57, 3.83, -0.76], [0.94, -1.99, 0.92], [0.98, -1.00, 2.08], [1.58, -3.68, 1.36], [-0.03, -2.03, 0.49], [1.76, -1.84, 0.15], [0.89, 0.09, 1.63], [2.28, -3.52, 2.48], [1.92, -1.12, 2.63], [0.10, -1.20, 2.69]], "lowdin_charge": [-0.100, -0.032, -0.310, -0.065, -0.101, -0.051, -0.143, 0.116, 0.085, 0.063, 0.127, 0.084, 0.133, 0.102, 0.097, -0.617, -0.167, 0.646, 0.018, 0.056, 0.105, -0.172, 0.056, 0.070], "e_homo_ev": -8.7, "smiles": "Cc1ccccc1.CCS", "lumo_energy_ev": 0.88, "gap_ev": 9.583, "multiplicity": 1, "total_charge": 0}



Energy relative to the best compared isomer or geometry (same formula, charge and spin), respectively: 163.60 30.63 169.47 55.49 37.58 79.88 291.30 112.89 0.00 81.04 391.78 178.19 kJ/mol.